A 12-piece molecular cluster, C2H27O12 overall at a distorted geometry, computed with the ωB97M-V functional and the def2-TZVPD basis.

Results
LUMO energy (eV): 2.60
Gap between HOMO and LUMO (eV): 8.03
Energy relative to the best compared isomer or geometry (same formula, charge and spin) (kJ/mol): 221.7
HOMO level (eV): -5.429
Multiplicity: 1
Total charge: -1

Element x y z (Å)
C -14.64 -12.70 -6.58
C -13.71 -13.09 -5.39
O -12.96 -11.97 -5.03
H -15.12 -13.60 -7.00
H -14.21 -12.02 -7.30
H -15.40 -11.96 -6.12
H -12.93 -13.71 -5.79
H -14.28 -13.39 -4.54
O -13.24 -14.76 -2.61
H -13.40 -14.13 -3.32
H -12.57 -15.37 -2.97
O -15.53 -12.92 -1.71
H -15.02 -13.72 -1.69
H -15.92 -12.78 -0.83
O -15.39 -9.83 -8.12
H -14.73 -10.19 -7.52
H -15.49 -10.57 -8.73
O -13.14 -9.56 -6.18
H -12.36 -9.46 -6.73
H -13.13 -10.39 -5.69
O -10.51 -13.19 -4.74
H -10.30 -13.67 -3.93
H -11.48 -13.09 -4.84
O -16.35 -8.79 -5.33
H -16.39 -9.44 -6.04
H -15.82 -9.17 -4.61
O -11.37 -12.54 -7.43
H -12.11 -12.18 -6.91
H -11.64 -12.64 -8.34
O -15.18 -10.71 -3.73
H -15.21 -11.35 -3.01
H -14.79 -11.24 -4.40
O -11.98 -11.81 -2.50
H -12.53 -11.96 -3.24
H -12.46 -12.11 -1.70
O -11.55 -15.89 -6.37
H -11.78 -15.04 -6.03
H -10.65 -16.06 -6.11
O -12.51 -13.02 -9.80
H -11.95 -13.78 -9.97
H -13.40 -13.24 -9.52